ORCA calculation (ωB97M-V/def2-TZVPD) on C35H38Br2ClN3P2STc as an isolated structure at a distorted geometry.

```
83
Properties=species:S:1:pos:R:3:forces:R:3:lowdin_charge:R:1
Tc -1.25441 -1.33109 -0.95611 0.400 -1.357 0.308 0.655
C -3.41727 0.10844 1.09758 0.186 -0.069 0.359 -0.273
P -2.33806 -1.37788 1.20347 -0.532 0.372 0.086 0.979
C -1.28430 -1.06877 2.66816 0.086 0.007 -0.045 -0.355
C -1.01267 0.20183 3.17448 -0.109 -0.085 -0.070 -0.094
C -0.24437 0.35052 4.32139 0.045 0.065 0.039 -0.058
C 0.26314 -0.76267 4.97393 0.029 -0.049 -0.012 -0.051
C 0.00215 -2.03239 4.47483 0.034 -0.016 -0.026 -0.054
C -0.76241 -2.18444 3.32919 -0.036 0.001 -0.080 -0.098
C -3.40983 -2.68192 1.88075 0.069 -0.053 -0.202 -0.350
C -4.29508 -2.36495 2.91365 -0.026 0.045 -0.021 -0.076
C -5.00828 -3.36547 3.55037 -0.026 0.016 0.006 -0.050
C -4.84772 -4.69110 3.16788 0.032 -0.034 -0.026 -0.047
C -3.96590 -5.01337 2.14938 0.007 -0.023 -0.009 -0.048
C -3.24252 -4.01385 1.51455 0.068 0.028 -0.051 -0.109
C -2.62601 1.27789 0.65328 -0.005 -0.233 -0.090 -0.362
C -2.91267 2.64711 0.98733 0.023 0.275 -0.054 0.018
C -1.93573 3.38654 0.40125 -0.177 0.040 0.070 0.012
C -1.07778 2.45418 -0.27250 -0.188 -0.238 0.247 -0.302
C 0.13133 2.85798 -1.01923 0.513 -0.340 0.125 -0.185
P 1.75657 2.30530 -0.21226 -0.189 0.359 -0.471 1.195
C 2.85912 3.72156 -0.12624 -0.079 -0.222 0.176 -0.394
C 3.11653 4.20915 1.15735 0.021 -0.082 -0.111 -0.089
C 3.93380 5.31596 1.31908 -0.004 0.013 -0.001 -0.049
C 4.49086 5.92524 0.20363 0.005 0.013 0.096 -0.039
C 4.23152 5.44113 -1.07309 0.010 0.002 -0.136 -0.050
C 3.41317 4.33890 -1.24970 -0.065 0.020 0.054 -0.088
C 2.38255 1.04298 -1.25714 -0.027 -0.012 0.426 -0.317
C 1.35051 0.00242 -1.51873 -0.104 -0.521 0.161 -0.462
C 2.61109 -1.55891 -3.07968 0.012 0.099 -0.044 0.030
C 3.87806 -1.27598 -2.75289 0.006 -0.280 -0.137 -0.026
C 4.40413 -0.08175 -2.16010 -0.191 0.074 0.124 0.040
C 3.75149 0.94365 -1.53443 0.171 0.157 0.020 -0.079
N -1.50466 1.17348 -0.09506 0.388 -0.106 -0.192 0.040
H -4.19856 -0.12904 0.36787 0.023 0.006 -0.056 0.082
H -3.89890 0.32467 2.05093 -0.070 0.098 -0.027 0.097
H -1.40653 1.08614 2.69053 -0.001 0.043 0.042 0.094
H -0.05314 1.34020 4.71649 -0.022 -0.003 -0.015 0.115
H 0.85038 -0.64973 5.87539 -0.007 0.036 -0.004 0.118
H 0.38130 -2.90762 4.98566 0.011 0.006 -0.006 0.120
H -0.96850 -3.18033 2.95571 -0.035 -0.031 0.026 0.114
H -4.42447 -1.34356 3.24711 0.016 0.006 0.004 0.104
H -5.68550 -3.11254 4.35506 -0.007 0.014 -0.018 0.117
H -5.39971 -5.47204 3.67327 -0.023 0.013 -0.012 0.118
H -3.82755 -6.04236 1.84544 -0.009 -0.006 0.038 0.118
H -2.52140 -4.28644 0.75735 -0.042 -0.028 0.108 0.026
H -3.74954 2.98443 1.57847 0.002 -0.003 -0.023 0.130
H -1.81038 4.45828 0.40508 -0.012 -0.011 0.015 0.125
H 0.14557 2.46735 -2.03579 -0.119 0.130 0.012 0.062
H 0.19440 3.94378 -1.06114 0.064 0.016 -0.029 0.107
H 2.68090 3.70991 2.01482 0.049 0.058 0.044 0.104
H 4.13614 5.69539 2.31122 0.017 0.019 -0.015 0.119
H 5.13416 6.78580 0.32992 -0.006 0.002 -0.016 0.121
H 4.66909 5.92880 -1.93402 -0.003 -0.005 0.005 0.119
H 3.20045 3.96304 -2.24340 0.035 0.028 -0.026 0.116
H 0.37409 0.48028 -1.44032 -0.017 0.066 -0.126 0.024
H 2.43140 -2.51092 -3.57099 0.003 0.010 -0.027 0.138
H 4.62138 -2.01880 -3.01812 -0.002 0.015 0.004 0.129
H 5.48317 0.00974 -2.22286 0.000 0.060 -0.001 0.137
H 4.35814 1.77918 -1.20603 0.037 -0.038 0.016 0.113
Br -3.10570 -0.61374 -2.30857 -0.570 -0.047 -0.246 0.175
C -1.78026 -3.34544 -1.46667 0.243 0.963 -0.028 -0.786
Br -0.34714 -4.51745 -0.86491 0.064 0.011 0.012 0.615
H -1.84513 -3.46065 -2.54456 -0.002 -0.030 0.043 -0.039
H -2.71435 -3.69634 -1.04124 0.036 0.052 0.040 -0.024
Cl 3.35480 -0.40084 1.65254 -0.148 -0.040 -0.193 0.611
C 1.62715 -0.71151 1.39171 0.155 0.170 -0.083 -0.870
H 1.06942 0.19796 1.58337 -0.016 0.028 0.043 -0.002
H 1.32949 -1.49197 2.08792 -0.127 0.011 -0.031 0.022
C -0.33546 -1.97974 -4.20724 -0.094 0.106 -0.187 -0.083
N 0.17472 -1.63981 -2.86434 0.254 0.267 0.353 -0.150
C 1.37702 -0.70174 -2.89004 -0.126 -0.129 0.085 -0.522
S 1.21985 -1.39027 -0.23434 0.225 0.181 -0.202 0.879
N 1.34607 0.29524 -3.90705 0.001 0.182 -0.149 -0.001
C 0.13598 1.09149 -4.13873 0.049 0.056 -0.002 -0.073
H -0.78485 -2.96868 -4.18140 0.002 0.031 0.027 0.087
H 0.46296 -2.00345 -4.95274 0.022 -0.009 0.033 0.099
H -1.09403 -1.26620 -4.51676 0.001 -0.027 0.028 0.053
H 0.53834 -2.51494 -2.48002 -0.155 -0.017 -0.008 0.015
H 1.76938 -0.00318 -4.77255 0.064 -0.058 0.040 0.134
H -0.39964 0.77792 -5.03488 0.001 -0.013 0.019 0.092
H 0.41048 2.14004 -4.26659 -0.067 0.011 0.025 0.090
H -0.56183 0.99998 -3.30496 -0.043 -0.065 -0.053 0.047
```
Positions in Å, forces in eV/Å.

Properties
* relative energy (zero: lowest compared OMol25 entry of this formula, charge and spin): 2.525 eV
* spin multiplicity: 4
* HOMO (alpha / beta): -13.498 / -12.994 eV
* net charge: +2
* gap between HOMO and LUMO (alpha / beta): 0.196 / 0.178 Eh
* M: 888.0 g mol⁻¹

---

ORCA calculation (ωB97M-V/def2-TZVPD) on C35H38F9N4NiPSSi2 as an isolated structure at a distorted geometry.

```
91
Properties=species:S:1:pos:R:3:forces:R:3:lowdin_charge:R:1
Ni 0.28229 -1.09787 -2.04013 0.590 -0.346 -1.051 -0.169
N -3.46038 -0.66818 -4.00227 -0.079 -0.035 -0.013 0.049
C -2.19765 -1.09661 -3.65769 -0.081 -0.036 -0.021 -0.849
S -0.94975 0.10570 -3.55397 0.114 -0.018 0.359 0.693
N -2.04568 -2.38467 -3.46281 0.094 0.011 -0.083 -0.007
N -0.79836 -2.63166 -2.97802 -0.195 0.004 0.345 -0.113
C -0.12393 -3.65973 -3.34454 0.136 0.173 0.106 -0.086
C 1.26527 -3.64900 -2.91409 -0.129 -0.115 -0.074 -0.245
C 2.12848 -4.71667 -3.18196 0.073 0.082 0.084 -0.028
C 3.46157 -4.61523 -2.85364 -0.039 -0.022 -0.005 -0.075
C 3.91624 -3.43455 -2.26628 -0.067 0.056 0.031 -0.067
C 3.00586 -2.42667 -2.02804 0.167 -0.163 0.040 -0.136
N 1.70516 -2.50495 -2.32905 -0.288 0.211 0.037 0.050
H -3.48896 0.19967 -4.51161 -0.005 -0.018 0.001 0.062
H -4.06867 -1.39632 -4.34526 -0.019 0.024 -0.025 0.083
H -0.50050 -4.42371 -4.01800 -0.018 0.025 -0.084 0.119
H 1.73417 -5.60719 -3.65209 -0.025 -0.017 -0.011 0.111
H 4.14085 -5.43253 -3.05409 0.024 -0.003 -0.004 0.104
H 4.95695 -3.29394 -2.01140 0.031 0.003 0.008 0.101
H 3.32209 -1.49118 -1.58659 0.056 0.076 0.016 0.083
C 2.46569 1.57534 -2.17810 -0.095 -0.169 0.086 -0.171
Si 2.61594 1.33658 -0.31733 0.147 0.153 -0.025 0.485
C 4.39175 0.82968 0.02751 -0.114 0.097 -0.013 -0.184
C 2.50818 3.00050 0.57935 -0.002 -0.015 -0.130 -0.182
C 1.30134 0.07158 0.29599 -0.030 -0.372 -0.204 -0.456
Si 1.73790 -1.37124 1.54075 -0.065 -0.108 0.087 0.506
C 3.56542 -1.78890 1.56446 -0.105 0.020 -0.003 -0.171
C 1.31143 -1.04183 3.34815 0.016 -0.012 -0.082 -0.171
C 0.83842 -2.95231 1.07089 0.095 0.146 0.002 -0.146
H 2.19958 2.59605 -2.44996 0.009 0.079 -0.004 0.030
H 1.71883 0.89881 -2.61916 0.095 0.074 0.088 -0.011
H 3.42884 1.35895 -2.64366 0.043 -0.032 -0.018 0.039
H 4.98645 1.63875 -0.40394 0.048 0.048 -0.037 0.044
H 4.71640 -0.09216 -0.44581 -0.002 -0.108 -0.040 0.021
H 4.63659 0.78327 1.08698 -0.017 0.018 0.012 0.024
H 3.03229 3.72129 -0.05148 0.056 0.066 -0.035 0.045
H 3.04723 2.95425 1.52698 0.027 0.012 0.010 0.034
H 1.51996 3.40667 0.79231 0.028 -0.015 -0.113 0.022
H 1.13948 -0.62671 -0.68735 0.156 0.447 0.173 0.011
H 4.19613 -1.01971 2.00220 -0.009 0.019 0.021 0.021
H 3.96680 -2.06340 0.59263 0.023 -0.011 -0.078 0.015
H 3.64067 -2.67204 2.20261 -0.006 -0.063 0.043 0.043
H 2.02814 -0.38969 3.84806 0.018 0.014 0.010 0.033
H 1.36952 -2.01826 3.83493 0.014 -0.055 0.039 0.045
H 0.31028 -0.65408 3.53064 0.007 -0.008 -0.020 0.015
H 0.75079 -3.08287 -0.00800 0.012 -0.003 -0.014 0.020
H -0.15901 -3.01027 1.50266 -0.035 0.010 0.051 0.028
H 1.41902 -3.78352 1.47570 0.052 -0.060 0.008 0.044
F 0.72959 4.70456 5.93096 -0.030 -0.035 -0.056 0.141
C -0.46989 4.49398 5.36750 -0.031 0.118 0.171 -0.582
F -1.28059 4.01328 6.33165 0.041 -0.014 -0.091 0.145
F -0.96262 5.69541 5.01431 0.028 -0.086 -0.027 0.145
C -0.39812 3.55687 4.19294 -0.006 -0.030 -0.066 -0.101
C 0.76202 2.84932 3.92015 -0.150 0.080 0.014 0.022
C 0.79021 1.98281 2.83844 -0.164 -0.069 0.003 -0.106
C -0.33005 1.82410 2.03321 0.006 -0.060 0.058 -0.280
C -1.49124 2.55391 2.31092 0.130 -0.101 -0.031 -0.045
C -1.52821 3.41109 3.39080 0.119 0.035 0.135 0.011
P -0.31810 0.70359 0.59713 -0.186 0.151 0.197 1.034
C -1.46138 -0.63284 0.98209 -0.057 -0.032 -0.126 -0.315
C -1.72482 -1.52654 -0.05414 -0.020 -0.118 -0.038 -0.087
C -2.65183 -2.53882 0.11984 -0.012 0.068 0.170 0.027
C -3.29291 -2.66407 1.34743 0.028 0.031 -0.016 -0.100
C -3.01821 -1.78924 2.39348 -0.046 -0.118 -0.070 0.009
C -2.10859 -0.76161 2.20699 0.031 0.014 -0.055 -0.056
C -4.27156 -3.79111 1.54446 -0.075 -0.131 0.023 -0.581
F -3.63724 -4.96337 1.74913 0.004 0.090 -0.014 0.145
F -5.07196 -3.59111 2.60637 0.034 0.019 -0.033 0.135
F -5.06315 -3.95920 0.47325 0.051 0.041 0.037 0.148
C -1.18206 1.70449 -0.64403 0.034 -0.002 -0.096 -0.309
C -0.54026 2.74829 -1.30184 -0.103 -0.064 0.070 -0.073
C -1.23624 3.55514 -2.18447 -0.095 0.011 -0.013 0.011
C -2.59018 3.34188 -2.38600 0.040 0.009 -0.020 -0.117
C -3.24556 2.31547 -1.72419 0.020 0.042 -0.068 -0.003
C -2.54485 1.49504 -0.86290 0.106 -0.033 0.046 -0.079
C -3.37352 4.18743 -3.34962 -0.120 0.089 -0.102 -0.575
F -4.45655 4.73698 -2.75904 0.086 -0.058 -0.004 0.136
F -3.83443 3.46209 -4.38764 0.058 0.014 0.087 0.142
F -2.65054 5.19639 -3.86061 -0.002 -0.068 0.041 0.139
H 1.63889 2.97668 4.53727 0.017 0.023 0.042 0.128
H 1.69868 1.44002 2.61734 -0.095 0.027 0.017 0.082
H -2.36426 2.45979 1.67764 0.014 -0.017 -0.011 0.115
H -2.42621 3.97356 3.60577 -0.005 0.035 0.027 0.131
H -1.17788 -1.46719 -1.01883 -0.414 0.098 0.319 0.051
H -2.86296 -3.21053 -0.70172 -0.021 -0.040 -0.014 0.129
H -3.52106 -1.90054 3.34353 -0.022 -0.017 -0.006 0.124
H -1.91749 -0.07028 3.01713 0.013 0.023 -0.011 0.106
H 0.50599 2.94272 -1.14714 0.108 -0.001 0.037 0.066
H -0.72308 4.34610 -2.71191 -0.009 0.021 -0.009 0.127
H -4.29716 2.13371 -1.89835 -0.027 0.015 -0.013 0.133
H -3.06976 0.68233 -0.38378 0.013 -0.029 0.021 0.113
```
Positions in Å, forces in eV/Å.

Properties
* relative energy (zero: lowest compared OMol25 entry of this formula, charge and spin): 3.558 eV
* HOMO (alpha / beta): -5.474 / -5.434 eV
* gap between HOMO and LUMO (alpha / beta): 0.185 / 0.184 Eh
* M: 863.6 g mol⁻¹

---

ORCA calculation (ωB97M-V/def2-TZVPD) on C35H38MoN2O3P2 as an isolated structure at a distorted geometry.

```
81
Properties=species:S:1:pos:R:3:forces:R:3:lowdin_charge:R:1
C -2.43256 2.48160 -3.17782 0.133 -1.298 0.046 -0.033
C -2.08992 1.15373 -2.96284 -0.112 0.542 -0.130 -0.219
C -0.71466 0.75284 -3.13644 1.083 0.089 -0.017 -0.167
C 0.29017 1.68096 -3.68244 -0.859 -0.939 0.436 -0.114
C -0.16725 3.01672 -3.92476 -0.538 0.626 -0.217 -0.001
C -1.47563 3.40785 -3.62976 1.154 0.161 -0.462 -0.049
C 1.60638 1.17989 -3.88815 -0.870 -0.889 1.054 0.103
C 1.96057 -0.12134 -3.42197 -1.069 -0.652 0.165 -0.103
C 0.88619 -0.97686 -2.88230 0.204 0.828 -0.329 -0.161
C 1.14768 -2.34074 -2.46891 0.503 -0.085 0.116 -0.214
C 2.45731 -2.79304 -2.45904 -1.445 0.125 0.094 -0.026
C 3.49543 -1.98371 -2.93163 0.472 1.135 -0.447 -0.042
C 3.26792 -0.70433 -3.43576 0.626 -0.667 -0.025 0.008
H -3.47974 2.77885 -3.08281 0.329 0.024 0.022 0.127
H 0.51916 3.74075 -4.39240 -0.344 -0.375 0.390 0.132
H -1.82855 4.42984 -3.80818 0.460 -0.381 -0.027 0.122
H 2.35649 1.80317 -4.34281 0.207 0.208 -0.020 0.132
H 2.65591 -3.81339 -2.11244 0.058 0.396 -0.213 0.130
H 4.48936 -2.42794 -2.90263 -0.089 0.437 -0.220 0.121
H 4.11633 -0.15953 -3.87758 -0.522 -0.155 0.332 0.132
N -0.37132 -0.50165 -2.77887 -0.566 -0.412 0.923 0.127
Mo -1.50875 -1.06471 0.15550 1.786 2.415 -3.226 0.904
C -3.16794 0.13589 -2.63893 0.580 -0.297 0.048 -0.258
H -2.99232 -0.82463 -3.14315 0.122 0.263 -0.005 0.094
H -4.14280 0.49329 -2.99068 0.069 0.054 0.204 0.112
C 0.03908 -3.30683 -2.08035 -0.304 0.913 -0.207 -0.253
H -0.82460 -3.19316 -2.75172 0.227 -0.009 0.035 0.092
H 0.38482 -4.35009 -2.17139 -0.085 0.363 0.249 0.114
P -3.39257 -0.30018 -0.84702 -2.602 1.089 -1.835 0.744
P -0.67348 -3.08860 -0.37134 1.267 -3.913 -1.270 0.748
C 0.67973 -3.63444 0.70787 0.250 0.470 0.595 -0.203
H 0.37411 -3.52011 1.75905 0.187 -0.180 -0.292 0.049
H 0.92951 -4.68504 0.49469 -0.222 0.323 -0.015 0.079
H 1.56920 -3.01036 0.54737 -0.213 -0.090 0.043 0.055
C -1.86481 -4.45454 -0.31133 -0.412 0.127 0.213 -0.221
H -1.33691 -5.41171 -0.27053 -0.066 0.126 -0.107 0.070
H -2.46914 -4.34670 0.59673 0.000 -0.177 -0.195 0.054
H -2.51394 -4.41829 -1.19639 0.111 -0.078 0.266 0.059
C -3.99564 1.23282 -0.11795 0.208 0.252 0.447 -0.202
H -5.03071 1.38855 -0.44716 0.183 -0.072 0.157 0.078
H -3.92675 1.15786 0.97243 -0.258 0.197 -0.149 0.051
H -3.39118 2.08162 -0.44880 0.062 -0.108 0.074 0.042
C -4.81876 -1.38875 -0.88912 -0.113 -0.395 0.211 -0.221
H -4.94981 -1.82445 0.10816 -0.180 -0.040 -0.267 0.061
H -5.69657 -0.79156 -1.15070 0.031 -0.166 -0.001 0.070
H -4.67191 -2.17454 -1.64020 -0.088 0.086 0.249 0.063
C -2.00613 -1.30622 1.90621 -3.555 -0.997 7.732 -0.325
O -2.39325 -1.37033 3.04404 1.764 0.107 -4.840 0.075
H -0.01850 -0.41952 0.57277 6.132 2.181 1.104 0.025
C 4.80880 1.33426 3.35997 0.306 0.040 0.090 -0.028
C 3.60942 0.44334 3.49054 0.037 -0.286 -0.009 -0.216
C 3.76036 -0.94369 3.46273 -0.105 0.086 -0.105 -0.019
C 2.65059 -1.78767 3.54529 -0.205 0.036 0.219 -0.067
C 1.37291 -1.24492 3.56847 0.344 0.021 -0.428 -0.038
C 1.22272 0.14145 3.43891 1.084 -0.325 0.382 -0.233
N -0.05423 0.62238 3.18039 -1.499 -0.070 -0.048 0.101
C -0.43580 1.62867 2.29060 -0.384 -0.236 0.097 -0.240
C -1.56814 2.39530 2.57468 -0.305 0.120 -0.003 -0.017
C -1.91417 3.45695 1.74842 -0.156 -0.105 -0.070 -0.065
C -1.15354 3.78528 0.61285 0.220 -0.024 -0.156 -0.060
C -0.05080 2.99634 0.28623 -0.574 0.248 0.230 0.000
C 0.24111 1.89373 1.08738 0.037 -0.518 0.083 -0.134
C 1.37400 1.02918 0.69898 2.614 2.901 0.106 -0.494
O 2.49175 1.51321 0.53189 -2.110 -1.871 -0.188 0.148
O 1.13905 -0.28080 0.58542 -3.010 -1.851 -0.721 0.052
C 2.32655 1.00395 3.55883 -0.360 -0.567 -0.309 -0.170
C 2.14419 2.47642 3.67935 0.045 0.467 -0.051 -0.009
H 4.74245 1.92258 2.43465 -0.013 -0.055 0.202 0.094
H 4.91524 2.03682 4.19957 -0.055 -0.211 -0.232 0.093
H 5.71871 0.72842 3.30860 -0.127 0.175 0.029 0.086
H 4.76242 -1.36300 3.36767 -0.271 0.067 0.108 0.120
H 2.78604 -2.86596 3.57365 -0.003 0.159 0.072 0.110
H 0.47107 -1.86098 3.59985 0.286 0.003 -0.024 0.102
H -0.81364 0.15032 3.67282 0.366 0.507 -0.070 0.127
H -2.15173 2.13838 3.46482 0.197 0.342 -0.237 0.134
H -2.80385 4.02827 2.01294 0.270 0.019 -0.160 0.122
H -1.40803 4.63907 -0.02207 0.028 -0.279 0.373 0.118
H 0.59910 3.19546 -0.56869 -0.322 0.019 0.191 0.133
H 2.28929 2.96268 2.69981 -0.073 0.049 0.346 0.099
H 1.15911 2.73241 4.08558 0.180 -0.013 -0.197 0.093
H 2.88981 2.88322 4.37134 -0.138 -0.011 -0.209 0.095
```
Positions in Å, forces in eV/Å.

Properties
* relative energy (zero: lowest compared OMol25 entry of this formula, charge and spin): 2.524 eV
* spin multiplicity: 3
* HOMO (alpha / beta): -12.795 / -12.531 eV
* net charge: +2
* gap between HOMO and LUMO (alpha / beta): 0.175 / 0.134 Eh
* M: 692.6 g mol⁻¹

---

Among the records above, which one has the highest M? C35H38Br2ClN3P2STc